# C34H46O2SeY

C34H46O2SeY as an isolated structure (the ωB97M-V functional and the def2-TZVPD basis, the Open Molecules 2025 dataset).

Structure (XYZ):
```
84
Properties=species:S:1:pos:R:3:forces:R:3:lowdin_charge:R:1
Y 0.005 0.054 -0.148 0.125 -0.803 -0.231 1.4899
C 3.433 7.402 -0.445 0.004 0.008 -0.005 -0.0607
C 2.480 6.709 0.530 -0.010 0.004 -0.004 -0.5546
C 1.130 7.439 0.488 -0.007 -0.002 -0.005 -0.0424
C 3.071 6.814 1.943 0.009 -0.009 0.004 -0.0401
C 2.268 5.237 0.179 0.024 0.024 -0.010 -0.1542
C 1.407 4.465 0.946 -0.026 0.005 0.025 -0.0653
C 1.201 3.135 0.631 0.059 0.016 -0.031 -0.3881
Se -0.039 2.132 1.725 -0.002 0.235 0.247 1.1691
C -1.741 2.672 0.973 -0.092 0.091 -0.022 -0.3875
C -2.187 3.956 1.264 0.042 -0.006 0.020 -0.0532
C -3.398 4.396 0.767 -0.032 0.032 0.002 -0.1543
C -4.144 3.490 0.007 -0.045 0.010 -0.015 0.0391
C -3.742 2.197 -0.294 -0.020 -0.007 0.011 -0.0813
C -2.487 1.782 0.195 0.043 0.045 0.016 -0.3370
O -1.979 0.556 -0.082 0.014 0.165 0.017 -0.3246
C -4.626 1.258 -1.123 0.001 0.004 -0.006 -0.5319
C -3.915 0.873 -2.430 -0.009 0.014 0.007 -0.0392
C -4.966 -0.001 -0.309 0.013 0.030 -0.003 -0.0371
C -5.949 1.926 -1.504 -0.033 -0.003 -0.022 -0.0646
C -3.941 5.800 1.026 0.002 0.000 0.007 -0.5540
C -5.278 5.702 1.774 -0.007 -0.008 0.006 -0.0390
C -4.156 6.515 -0.315 0.001 -0.003 -0.019 -0.0387
C -2.976 6.639 1.866 0.006 -0.005 0.004 -0.0598
C 1.864 2.507 -0.435 -0.090 0.039 0.075 -0.3358
O 1.618 1.197 -0.677 -0.113 0.154 0.001 -0.3249
C 2.749 3.261 -1.216 0.040 0.016 -0.006 -0.0820
C 2.911 4.607 -0.882 0.043 0.017 -0.032 0.0487
C 3.503 2.637 -2.396 0.005 0.001 -0.008 -0.5317
C 4.393 1.484 -1.905 -0.015 0.029 0.007 -0.0375
C 4.414 3.655 -3.085 0.025 0.005 -0.029 -0.0646
C 2.507 2.128 -3.450 0.006 0.016 0.007 -0.0391
H 3.544 8.448 -0.158 0.000 -0.013 -0.005 0.0899
H 3.053 7.378 -1.469 0.008 -0.002 0.018 0.0911
H 4.427 6.949 -0.432 -0.017 0.009 -0.001 0.0898
H 1.265 8.495 0.729 0.000 -0.016 -0.002 0.0906
H 0.424 7.022 1.209 0.019 0.009 -0.015 0.0631
H 0.680 7.369 -0.506 0.003 0.000 0.016 0.0941
H 3.227 7.862 2.208 -0.004 -0.013 -0.003 0.0893
H 4.032 6.300 2.002 -0.014 0.008 0.002 0.0928
H 2.407 6.378 2.693 0.010 0.005 -0.018 0.0791
H 0.895 4.898 1.796 -0.003 -0.023 -0.002 0.1032
H -1.576 4.599 1.881 0.009 -0.013 0.001 0.0914
H -5.102 3.824 -0.367 0.056 -0.010 0.021 0.0977
H -2.997 0.322 -2.239 0.017 -0.008 0.001 0.0575
H -3.672 1.764 -3.013 -0.003 -0.012 0.006 0.0943
H -4.570 0.243 -3.035 0.000 0.004 0.003 0.0884
H -4.070 -0.550 -0.027 0.013 -0.008 0.003 0.0616
H -5.608 -0.660 -0.899 0.015 0.012 0.004 0.0883
H -5.507 0.268 0.600 0.007 -0.003 -0.009 0.0947
H -5.797 2.806 -2.132 -0.009 -0.016 0.009 0.0909
H -6.525 2.218 -0.624 0.002 -0.010 -0.021 0.0916
H -6.552 1.217 -2.073 0.001 0.004 0.000 0.0904
H -6.025 5.154 1.197 0.016 0.009 0.011 0.0797
H -5.674 6.702 1.966 0.003 -0.014 -0.003 0.0893
H -5.151 5.195 2.732 -0.006 0.008 -0.012 0.0928
H -4.873 5.986 -0.946 0.017 0.008 0.012 0.0798
H -3.216 6.596 -0.866 -0.015 0.001 0.003 0.0911
H -4.541 7.522 -0.146 0.006 -0.016 0.000 0.0895
H -2.808 6.199 2.852 -0.002 0.007 -0.019 0.0907
H -3.398 7.633 2.018 0.003 -0.011 -0.002 0.0916
H -2.012 6.763 1.367 -0.022 -0.005 0.010 0.0712
H 3.588 5.194 -1.484 -0.037 -0.022 0.035 0.0874
H 5.129 1.849 -1.185 -0.008 -0.003 -0.007 0.0943
H 4.934 1.049 -2.748 -0.015 0.010 0.010 0.0883
H 3.806 0.701 -1.428 -0.011 -0.011 0.005 0.0597
H 5.170 4.052 -2.405 -0.006 -0.007 -0.018 0.0919
H 3.849 4.490 -3.506 0.014 -0.011 0.004 0.0917
H 4.935 3.164 -3.908 0.001 0.005 0.001 0.0902
H 1.865 1.346 -3.050 -0.010 -0.009 0.000 0.0585
H 3.050 1.720 -4.305 0.000 0.004 0.004 0.0883
H 1.877 2.944 -3.809 0.008 -0.011 0.004 0.0945
C 0.053 -2.336 1.547 0.000 0.037 -0.013 -0.0866
C -0.891 -2.635 0.564 -0.002 0.042 -0.013 -0.0895
C -0.496 -2.721 -0.771 0.000 0.025 -0.020 -0.0959
C 0.843 -2.518 -1.120 -0.011 0.008 -0.015 -0.0989
C 1.789 -2.232 -0.135 -0.005 0.037 -0.016 -0.0949
C 1.392 -2.136 1.199 -0.021 0.034 -0.004 -0.0882
H -0.252 -2.261 2.583 0.000 -0.001 0.006 0.1300
H -1.929 -2.774 0.831 0.001 -0.017 0.007 0.1304
H -1.230 -2.933 -1.538 0.004 -0.039 0.002 0.1301
H 1.146 -2.577 -2.158 0.009 -0.039 -0.004 0.1294
H 2.821 -2.057 -0.409 0.012 -0.027 0.006 0.1295
H 2.121 -1.903 1.964 0.005 -0.004 0.006 0.1306
```
Forces are in eV/Å.

As for the net charge: +1. The frontier orbital gap is 0.2601 Eh. The value obtained for the largest force on an atom is 0.8 eV/A.